(1)
Molecular formula: CH2BrCl
Method: DFT, ωB97M-V with the def2-TZVPD basis set

XYZ file:
```
5
Properties=species:S:1:pos:R:3:forces:R:3
C -0.147 -0.158 0.186 -0.5748 2.6114 -3.8435
Cl 1.163 -1.148 -0.172 1.1404 -1.0266 0.3623
Br 0.400 1.737 0.536 -0.3827 -1.0917 0.0995
H -0.762 -0.502 1.018 -0.3448 0.0544 -0.6865
H -0.655 0.070 -1.568 0.1620 -0.5475 4.0682
```
Forces are in eV/Å.

As for the spin multiplicity: 1. Its total energy is -3073.37283 hartree. The frontier orbital gap comes out at 9.0 eV.



(2)
Molecular formula: C16H16AuF4N2
Method: DFT, ωB97M-V with the def2-TZVPD basis set

XYZ file:
```
39
Properties=species:S:1:pos:R:3:forces:R:3
Au 0.189 -0.440 0.508 -0.4973 -0.2257 -0.2157
C -2.316 -0.037 -1.413 0.0483 -0.0262 -0.2122
N -2.053 0.135 0.017 0.3984 -0.0566 0.1704
C -2.974 -0.684 0.809 -0.1348 -0.2268 0.0972
C -2.070 1.537 0.451 0.0871 0.0674 0.0441
C -0.872 2.358 -0.005 -0.4195 0.1768 0.1048
N 0.388 1.700 0.284 0.6707 -0.0722 -0.3370
C 1.553 2.317 0.019 -0.0689 0.2107 0.1577
C 2.792 1.603 0.062 0.0248 -0.1532 0.0079
F 2.796 0.297 0.315 -0.0993 -0.0599 0.0615
C 4.004 2.196 -0.192 -0.0073 0.1299 -0.0198
F 5.100 1.452 -0.180 0.0170 -0.0763 0.0501
C 4.100 3.551 -0.466 -0.1097 -0.0183 0.0108
C 2.930 4.290 -0.497 -0.0410 -0.0816 -0.0695
F 2.977 5.590 -0.749 -0.0050 0.0454 -0.0015
C 1.700 3.707 -0.288 0.0637 0.1119 0.0291
F 0.640 4.504 -0.336 -0.0722 0.0648 -0.0469
H -3.352 0.233 -1.644 0.0180 0.0370 0.0458
H -2.159 -1.078 -1.689 0.0117 -0.0022 0.0488
H -1.649 0.583 -2.009 0.0264 0.0010 0.0408
H -4.013 -0.427 0.579 0.0360 0.0727 -0.0088
H -2.799 -0.529 1.872 0.0540 0.0126 -0.0234
H -2.816 -1.737 0.580 0.0205 0.0323 -0.0362
H -2.094 1.537 1.541 -0.0510 -0.0167 -0.0036
H -2.977 2.032 0.086 -0.0346 -0.0158 0.0726
H -0.941 3.316 0.511 -0.0194 -0.0267 -0.0202
H -0.933 2.587 -1.075 0.0874 -0.0516 0.0057
H 5.056 4.019 -0.657 0.0174 -0.0156 0.0087
C -0.050 -5.212 0.240 -0.0051 -0.1789 -0.0832
C 0.387 -4.456 -0.837 -0.0118 0.1821 0.0002
C 0.419 -3.068 -0.739 0.0476 -0.1971 -0.0634
C 0.028 -2.453 0.444 0.0052 0.4506 0.0414
C -0.415 -3.207 1.520 -0.0006 -0.1811 0.0485
C -0.442 -4.594 1.417 -0.0570 0.1679 0.0608
H -0.095 -6.290 0.155 0.0338 0.0064 0.0316
H 0.701 -4.927 -1.759 -0.0205 -0.0724 0.0274
H 0.767 -2.488 -1.586 -0.0220 0.0018 0.0119
H -0.725 -2.739 2.447 0.0001 0.0248 -0.0104
H -0.778 -5.181 2.262 0.0087 -0.0411 -0.0265
```
Forces are in eV/Å.

As for the spin multiplicity: 3. The net charge is +1. The expectation value of S² is 2.049. Its total energy is -1263.60982 hartree. The frontier orbital gap (alpha / beta) comes out at 9.3 / 5.9 eV.



(3)
Molecular formula: C21H32N3O7ReS3Si
Method: DFT, ωB97M-V with the def2-TZVPD basis set

XYZ file:
```
68
Properties=species:S:1:pos:R:3:forces:R:3
Re 1.067 -0.440 0.616 0.3008 1.0858 -0.0138
O -2.152 -5.642 -0.390 0.6352 0.9201 -0.1046
C -1.472 -4.633 -0.410 -0.7641 -1.2665 -0.0368
C -0.005 -4.547 -0.049 1.0573 -0.2229 0.1961
O 0.761 -5.488 0.079 -0.4271 0.3835 0.0117
C 0.246 -3.117 0.110 -2.8591 -0.1779 -0.8087
C -0.889 -2.350 -0.292 1.2712 -1.4718 0.6513
O -0.836 -1.090 -0.160 0.4412 0.8399 0.1001
C -1.970 -3.243 -0.737 -0.8555 0.8026 -0.4517
O -3.041 -2.954 -1.240 0.6300 -0.2606 0.3577
O 1.252 -2.478 0.577 1.5114 2.0390 0.2951
C 2.902 0.392 3.526 -0.1726 -0.0859 -0.2238
C 1.462 0.049 3.681 0.4700 0.1823 1.4919
C 0.772 0.087 4.881 0.9760 0.1731 -0.6705
C -0.545 -0.280 4.592 -0.5283 -0.3182 -0.8250
C -0.608 -0.533 3.234 -0.8250 0.1277 1.1265
C -1.840 -0.927 2.504 0.1098 0.0763 -0.3512
N 0.628 -0.342 2.672 -0.0191 -0.2552 -1.5303
H 3.300 0.672 4.500 0.0542 -0.0051 -0.0151
H 3.029 1.225 2.836 0.1763 0.0922 0.0181
H 3.468 -0.455 3.138 0.1837 -0.0418 0.0808
H 1.193 0.341 5.838 0.0905 0.0757 0.0811
H -1.360 -0.368 5.283 -0.2643 -0.0430 0.1079
H -2.694 -0.841 3.173 -0.0276 -0.0138 0.0469
H -1.789 -1.956 2.145 -0.0864 -0.0899 -0.0136
H -2.002 -0.283 1.639 -0.1936 -0.1004 0.1544
C 5.665 0.616 -1.396 0.4929 0.0577 0.2654
O 4.372 0.410 -1.935 -0.6273 -0.0904 -0.0525
C 3.382 0.061 -1.123 0.4591 -0.1221 0.1009
S 3.560 -0.095 0.557 -0.6585 -0.1365 0.0919
S 1.875 -0.248 -1.791 -0.5876 0.0510 0.3712
H 6.167 1.310 -2.069 -0.0173 -0.0859 0.0521
H 6.205 -0.333 -1.357 -0.0535 0.0740 -0.0163
H 5.609 1.032 -0.387 0.0245 0.0476 -0.1609
C -0.716 3.557 1.987 0.6212 -0.2380 -0.5084
Si 0.807 3.109 0.916 -0.1048 2.3301 0.3780
C 0.722 4.050 -0.755 0.0120 -0.4092 0.6871
C 2.373 3.747 1.833 -0.6466 -0.3832 -0.4064
O 0.880 1.563 0.611 0.1681 -3.6481 -0.4274
H -0.676 4.575 2.364 0.1213 0.2347 0.0258
H -0.786 2.885 2.837 0.0156 -0.2003 0.1625
H -1.619 3.450 1.394 -0.2220 -0.0959 -0.1418
H 0.689 5.128 -0.622 -0.0111 0.2206 0.1102
H -0.154 3.756 -1.326 -0.1824 -0.1110 -0.0535
H 1.597 3.816 -1.354 0.1885 -0.0768 -0.1028
H 2.412 4.832 1.806 -0.0549 0.2612 -0.0284
H 3.278 3.372 1.361 0.1674 -0.1038 -0.1138
H 2.385 3.440 2.874 -0.0466 -0.0933 0.1915
C -5.785 3.537 -1.705 -0.1009 0.1053 0.0309
N -4.398 3.287 -1.358 0.0766 0.0411 0.0590
C -3.598 2.976 -2.523 0.1691 0.0748 -0.1847
C -4.117 2.556 -0.217 0.1873 -0.2146 0.1132
S -3.150 1.216 -0.246 0.1428 -0.1840 -0.1842
N -4.665 3.016 0.940 -0.0886 0.0272 -0.2660
C -4.909 4.422 1.164 -0.1341 0.2042 -0.0190
C -4.522 2.218 2.133 -0.0699 -0.2174 0.1364
H -6.196 2.700 -2.283 0.0204 -0.0075 -0.0066
H -5.842 4.440 -2.317 -0.0924 -0.0191 0.0311
H -6.399 3.665 -0.820 0.0116 0.0479 0.0549
H -3.700 3.796 -3.236 -0.0418 0.0355 -0.0420
H -3.904 2.039 -2.999 0.0063 0.0040 0.0220
H -2.557 2.877 -2.227 -0.0233 0.0112 -0.1055
H -4.650 4.982 0.270 -0.0587 0.0498 0.0222
H -4.282 4.779 1.987 -0.0163 -0.0177 0.0078
H -5.958 4.603 1.423 0.0718 0.0713 -0.0128
H -4.647 1.170 1.870 -0.0108 0.0139 0.1479
H -5.288 2.517 2.848 -0.0394 0.0563 0.0528
H -3.532 2.336 2.581 0.0474 -0.0098 0.0437
```
Forces are in eV/Å.

As for the spin multiplicity: 2. The net charge is -1. The expectation value of S² is 0.898. Its total energy is -3072.84440 hartree. The frontier orbital gap (alpha / beta) comes out at 5.6 / 6.1 eV.



(4)
Molecular formula: C7H13N3O2
Method: DFT, ωB97M-V with the def2-TZVPD basis set

XYZ file:
```
25
Properties=species:S:1:pos:R:3:forces:R:3
H 4.221 -2.031 1.556 -0.3040 1.2012 -1.1435
N 3.687 -1.160 1.323 -0.1010 -1.2034 1.8132
C 3.840 -0.519 0.249 0.6537 -1.6467 0.7283
C 3.100 0.665 0.129 0.4133 -0.1701 -0.3346
N 3.128 1.367 -0.937 -0.9901 1.3719 -1.6848
O 2.647 2.488 -1.127 -0.3357 0.5844 0.2823
O 3.612 0.799 -2.120 0.5748 -0.0027 -0.4608
H 4.526 -0.785 -0.508 0.7511 -0.3678 -1.0694
H 2.533 0.921 0.977 -0.5721 0.9976 0.4988
H 3.510 1.530 -2.798 -0.0036 -0.7350 1.4112
C -2.969 -1.561 0.205 -0.7618 1.6978 0.8541
C -2.146 -0.247 0.248 -1.1872 0.1464 -1.8586
C -2.509 0.522 -1.033 -2.6287 2.2025 0.0984
C -2.307 0.469 1.557 -0.3820 -1.2228 1.3672
C -0.739 -0.473 0.074 1.7091 0.0620 -0.3218
N 0.398 -0.435 -0.102 -0.2872 -0.4081 0.0476
H -2.319 -2.312 0.516 0.8386 -1.8048 0.2299
H -3.715 -1.446 1.045 0.1836 -0.4296 -1.5004
H -3.354 -1.707 -0.815 -0.1484 -0.2984 0.7244
H -2.182 1.599 -1.171 0.4704 -1.4536 0.4579
H -3.649 0.689 -1.034 1.4056 -0.6502 -0.1092
H -2.236 -0.094 -1.875 0.0221 0.1152 -0.4413
H -3.237 0.173 2.092 0.5834 -0.0015 -0.4152
H -1.440 0.013 2.090 -0.7606 1.4381 0.7301
H -2.400 1.534 1.461 0.8570 0.5778 0.0964
```
Forces are in eV/Å.

As for the spin multiplicity: 1. Its total energy is -589.08383 hartree. The frontier orbital gap (alpha / beta) comes out at 9.2 / 9.2 eV.



(5)
Molecular formula: C35H35BrN4O4S3SbY
Method: DFT, ωB97M-V with the def2-TZVPD basis set

XYZ file:
```
84
Properties=species:S:1:pos:R:3:forces:R:3
Y -0.476 0.579 0.474 0.3652 -0.4573 -0.3523
C 5.069 0.522 -2.092 0.0050 0.0045 0.0028
C 3.769 0.186 -2.436 -0.0107 0.0042 -0.0072
C 2.709 0.652 -1.673 0.0132 0.0022 0.0600
C 2.953 1.453 -0.568 0.0889 -0.0010 -0.0742
C 4.255 1.802 -0.222 -0.0064 -0.0161 0.0063
C 5.308 1.333 -0.987 0.0083 -0.0115 0.0031
N 1.818 1.878 0.190 -0.0888 0.0203 0.1730
N 2.037 2.867 0.911 0.0440 -0.0474 -0.1927
C 0.941 3.361 1.659 -0.1581 0.0767 0.1277
C 1.236 4.531 2.361 -0.0215 -0.0308 -0.0261
C 0.247 5.141 3.111 -0.0103 -0.0034 0.0113
C -1.017 4.565 3.145 0.0053 0.0100 0.0040
C -1.276 3.394 2.437 -0.0155 -0.0470 -0.0145
C -0.317 2.733 1.660 0.0821 0.0688 0.1123
H 5.899 0.147 -2.677 0.0067 -0.0062 -0.0089
H 3.576 -0.463 -3.281 0.0023 0.0146 0.0025
H 1.694 0.364 -1.910 0.0042 0.0057 -0.0109
H 4.426 2.420 0.648 -0.0025 -0.0041 -0.0054
H 6.324 1.590 -0.717 0.0068 0.0069 0.0066
H 2.235 4.944 2.302 0.0142 -0.0001 -0.0026
H 0.453 6.050 3.660 0.0013 0.0008 0.0017
H -1.805 5.029 3.726 -0.0029 0.0076 0.0030
H -2.286 2.991 2.500 0.0077 0.0057 0.0017
N -0.665 -0.129 2.863 0.1163 0.0871 0.0636
C -1.636 -1.219 3.040 -0.0420 -0.0274 -0.0404
C -2.677 -1.232 1.914 0.0510 0.0850 0.0257
O -3.721 -1.835 2.048 0.0015 -0.0488 0.0179
O -2.304 -0.592 0.844 -0.2056 0.1002 -0.0581
H 0.234 -0.376 3.268 -0.0518 -0.0036 0.0098
H -0.974 0.726 3.320 0.0194 -0.0617 0.0218
H -2.143 -1.192 4.005 -0.0169 0.0070 -0.0212
H -1.104 -2.170 2.969 -0.0067 0.0086 0.0139
O -2.119 0.225 -5.949 -0.0115 0.0000 -0.0288
C -1.796 0.294 -4.646 0.0104 -0.0211 0.0533
C -1.917 -0.785 -3.774 -0.0021 0.0127 0.0257
C -1.549 -0.607 -2.459 -0.0330 0.0231 -0.0307
N -1.094 0.559 -1.981 0.0646 -0.0762 0.1011
C -0.996 1.574 -2.830 -0.0121 0.0768 0.0711
Br -0.389 3.200 -2.078 -0.0274 -0.0836 -0.0722
C -1.321 1.511 -4.165 -0.0187 -0.0027 -0.0308
H -2.445 -0.655 -6.169 0.0078 0.0104 0.0114
H -2.281 -1.747 -4.110 -0.0035 -0.0103 -0.0077
H -1.618 -1.416 -1.742 0.0019 -0.0112 -0.0074
H -1.224 2.364 -4.818 0.0054 0.0081 0.0009
O 0.689 -1.186 0.022 -0.4532 0.5954 0.1523
C 1.484 -2.293 0.221 0.0306 -0.0935 0.0021
C 2.185 -2.657 -1.081 -0.0171 -0.1277 -0.0115
C 3.385 -3.255 -1.310 0.0129 0.0525 -0.0174
C 3.630 -3.494 -2.693 0.0392 0.0757 -0.0221
C 2.606 -3.077 -3.481 -0.0909 -0.1770 0.0370
S 1.316 -2.436 -2.549 0.1401 0.1425 -0.0326
C 2.506 -1.995 1.310 0.0025 0.0043 -0.0224
C 3.690 -1.334 1.187 -0.0163 0.0051 -0.0032
C 4.286 -1.021 2.439 0.0054 -0.0096 0.0334
C 3.544 -1.454 3.493 0.0104 -0.0175 -0.0426
S 2.128 -2.266 2.970 0.0113 0.0470 0.0162
C 0.605 -3.482 0.606 0.0210 -0.0568 0.0704
C -0.755 -3.513 0.617 0.0389 -0.0030 -0.0300
C -1.280 -4.790 0.962 0.0040 -0.0314 -0.0373
C -0.302 -5.707 1.187 -0.0191 0.0381 0.0696
S 1.259 -5.024 1.008 -0.0238 -0.0321 -0.0887
H 4.077 -3.506 -0.519 0.0093 -0.0065 -0.0015
H 4.537 -3.938 -3.078 0.0222 -0.0021 -0.0043
H 2.538 -3.118 -4.556 -0.0231 -0.0298 -0.0216
H 4.113 -1.067 0.229 0.0069 0.0415 -0.0156
H 5.229 -0.504 2.545 0.0119 0.0108 0.0047
H 3.773 -1.375 4.543 -0.0069 -0.0018 0.0262
H -1.355 -2.647 0.383 0.0154 -0.0520 -0.0361
H -2.335 -5.004 1.041 -0.0218 -0.0054 -0.0039
H -0.414 -6.741 1.467 0.0120 -0.0269 0.0213
C -5.264 3.412 -0.609 -0.0295 -0.0223 -0.0002
Sb -3.899 1.844 -0.062 0.1533 -0.0473 0.0301
C -4.938 0.239 -1.026 -0.0096 0.0010 -0.0172
C -4.709 1.517 1.899 -0.0403 0.0299 0.0088
H -6.285 3.135 -0.349 -0.0095 -0.0121 0.0060
H -5.209 3.602 -1.680 0.0079 0.0027 -0.0174
H -4.996 4.327 -0.082 0.0037 0.0197 0.0058
H -6.014 0.407 -1.000 -0.0036 0.0164 0.0197
H -4.693 -0.672 -0.481 0.0076 -0.0063 0.0015
H -4.617 0.137 -2.063 0.0025 0.0156 -0.0057
H -5.197 2.426 2.251 0.0048 0.0123 -0.0048
H -3.921 1.246 2.599 0.0116 -0.0139 0.0039
H -5.430 0.703 1.869 -0.0068 -0.0111 -0.0129
```
Forces are in eV/Å.

As for the spin multiplicity: 1. Its total energy is -5921.97337 hartree. The frontier orbital gap comes out at 7.7 eV.